No. 1
The following is a DFT calculation (wB97M-V/def2-TZVPD) of an isolated ion of composition C4H5N2 and charge +1 in a non-equilibrium geometry.

Positions of all 11 atoms, in Å:
C (1.19, 0.47, -0.48)
C (-0.16, 0.97, -0.07)
C (1.83, -0.38, 0.54)
C (-1.15, 0.13, -0.05)
N (1.36, -0.97, -0.46)
N (-2.04, -0.80, -0.03)
H (1.62, 1.21, -1.08)
H (-0.33, 2.07, 0.16)
H (2.25, -0.50, 1.50)
H (-2.52, -1.03, -0.92)
H (-2.06, -1.17, 0.89)

Results
Charge: +1
Calculated total energy: -7197.9280 eV
Lowest unoccupied orbital energy: -4.89 eV
Energy relative to the best compared isomer or geometry (same formula, charge and spin): 253.2 kJ/mol
E_HOMO: -14.52 eV
Structure (SMILES): [NH2+]=C=C[C@H]1C=N1
HOMO-LUMO gap: 0.35400 Eh

The Mulliken scheme yields these atomic charges, measured in e: C 0.09; C -0.40; C -0.12; C 0.35; N -0.46; N -0.24; H 0.43; H 0.37; H 0.34; H 0.33; H 0.31

***

No. 2
The following is a DFT calculation (wB97M-V/def2-TZVPD) of an isolated ion of composition C4H5N2O and charge +1 in a non-equilibrium geometry.

Positions of all 12 atoms, in Å:
C (-1.71, -0.02, -0.10)
C (0.54, -0.32, 0.31)
C (-0.54, 1.92, 0.04)
C (1.80, -0.94, 0.23)
N (-0.66, -0.73, 0.23)
N (-1.52, 1.20, -0.64)
O (0.43, 1.31, 0.56)
H (-2.75, -0.35, 0.01)
H (2.47, -0.84, 1.20)
H (2.42, -0.83, -0.72)
H (1.82, -2.01, 0.02)
H (-2.31, 1.60, -1.14)

Results
Charge: +1
Calculated total energy: -9245.4492 eV
Lowest unoccupied orbital energy (alpha / beta): -6.34 / -6.34 eV
Energy relative to the best compared isomer or geometry (same formula, charge and spin): 270.2 kJ/mol
E_HOMO (alpha / beta): -14.17 / -14.16 eV
HOMO-LUMO gap (alpha / beta): 0.28775 / 0.28757 Eh

The Mulliken scheme yields these atomic charges, measured in e: C -0.07; C 0.86; C 0.12; C -1.12; N -0.25; N -0.05; O -0.16; H 0.38; H 0.31; H 0.33; H 0.38; H 0.28

***

No. 3
The following is a DFT calculation (wB97M-V/def2-TZVPD) of an isolated ion of composition C4H5N2O and charge +1 in a non-equilibrium geometry.

Positions of all 12 atoms, in Å:
C (0.95, -0.06, 0.01)
C (0.21, -1.17, 0.05)
C (0.34, 1.23, -0.01)
C (-1.23, -1.17, -0.07)
N (-0.98, 1.33, 0.06)
N (-1.96, -0.09, -0.01)
O (-3.14, 0.19, -0.01)
H (2.01, -0.29, -0.07)
H (0.76, -2.09, 0.19)
H (0.89, 2.24, -0.28)
H (-1.73, -2.13, -0.03)
H (-1.50, 2.19, 0.00)

Results
Charge: +1
Calculated total energy: -9245.3969 eV
Lowest unoccupied orbital energy (alpha / beta): -6.08 / -6.08 eV
Energy relative to the best compared isomer or geometry (same formula, charge and spin): 275.3 kJ/mol
E_HOMO (alpha / beta): -14.62 / -14.62 eV
Structure (SMILES): O=[n+]1cccc[nH]1
HOMO-LUMO gap (alpha / beta): 0.31381 / 0.31378 Eh

The Mulliken scheme yields these atomic charges, measured in e: C -0.42; C -0.14; C 0.14; C -0.17; N -0.19; N 0.49; O -0.49; H 0.35; H 0.38; H 0.34; H 0.44; H 0.28

***

No. 4
The following is a DFT calculation (wB97M-V/def2-TZVPD) of an isolated ion of composition C4H5N2O2S2 and charge -1 in a non-equilibrium geometry.

Positions of all 15 atoms, in Å:
C (-0.96, -1.16, 0.89)
C (-2.20, -0.66, 0.59)
C (-3.34, -0.21, -0.16)
C (0.16, -0.93, -0.05)
N (-0.85, 2.88, -0.22)
N (2.48, 0.22, 1.35)
O (-3.91, 0.09, -1.17)
O (-3.48, -0.48, 1.14)
S (-0.50, 2.02, 1.06)
S (1.34, 0.64, 0.31)
H (-0.61, -1.36, 1.91)
H (0.90, -1.75, -0.07)
H (-0.21, -0.60, -1.04)
H (-0.14, 3.63, -0.34)
H (1.97, -0.32, 2.08)

Results
Charge: -1
Calculated total energy: -32970.5715 eV
Lowest unoccupied orbital energy: 3.39 eV
Energy relative to the best compared isomer or geometry (same formula, charge and spin): 336.2 kJ/mol
E_HOMO: -2.94 eV
HOMO-LUMO gap: 0.23289 Eh

The Mulliken scheme yields these atomic charges, measured in e: C -0.40; C 0.38; C 0.80; C -0.84; N -0.57; N -0.66; O -0.52; O -0.42; S -0.16; S 0.15; H 0.23; H 0.36; H 0.31; H 0.17; H 0.17